Molecular formula: C58H158N14O15
Method: DFT, ωB97M-V/def2-TZVPD

Properties
Relative energy (zero: lowest compared OMol25 entry of this formula, charge and spin) ... 62.9 kcal/mol
LUMO ... 0.020 Ha
Max |F| ... 2.9 eV/A
Orbital gap ... 0.3247 Eh
HOMO ... -0.304 hartree

ORCA input file:
```
! wB97M-V def2-TZVPD RIJCOSX def2/J DEFGRID3
* xyz 0 1
C -4.812 3.799 8.753
O -5.374 3.229 7.546
C -4.899 3.961 6.422
C -5.362 3.211 5.185
N -5.057 4.056 4.002
C -5.585 3.570 2.737
C -5.054 2.177 2.288
O -3.699 2.307 2.014
C -3.062 1.090 1.581
H -4.986 4.855 8.960
H -3.736 3.626 8.780
H -5.275 3.182 9.523
H -3.841 4.205 6.524
H -5.413 4.922 6.446
H -6.421 2.956 5.158
H -4.878 2.236 5.143
H -4.064 4.228 3.951
H -5.501 4.282 1.915
H -6.669 3.473 2.796
H -5.492 1.862 1.341
H -5.358 1.453 3.044
H -3.421 0.836 0.583
H -3.106 0.288 2.318
H -2.014 1.350 1.429
C 4.152 -1.474 -1.466
C 4.549 -1.327 0.040
C 5.102 0.117 0.349
O 5.565 0.260 1.681
C 6.201 1.444 2.018
N 3.285 -1.570 0.793
H 3.742 -2.440 -1.760
H 5.051 -1.287 -2.053
H 3.559 -0.625 -1.805
H 5.301 -2.099 0.207
H 4.389 0.896 0.080
H 5.890 0.335 -0.371
H 5.497 2.274 1.955
H 7.040 1.603 1.341
H 6.500 1.426 3.066
H 3.013 -2.532 0.648
H 2.636 -0.901 0.406
C -2.664 -4.524 0.396
C -2.579 -3.527 -0.800
C -3.341 -3.931 -2.105
O -2.863 -3.190 -3.225
C -3.481 -3.748 -4.433
N -3.027 -2.194 -0.317
H -3.700 -4.743 0.656
H -2.213 -4.177 1.326
H -2.089 -5.441 0.266
H -1.511 -3.510 -1.017
H -4.422 -3.956 -1.967
H -3.000 -4.949 -2.293
H -4.525 -3.444 -4.358
H -3.438 -4.838 -4.430
H -3.048 -3.261 -5.307
H -2.370 -2.004 0.426
H -2.812 -1.641 -1.134
C 0.484 0.273 -2.848
C -0.364 -0.262 -1.724
C -0.111 0.483 -0.398
O 1.247 0.310 -0.006
C 1.613 1.329 0.904
N -1.789 -0.122 -2.108
H 0.539 -0.425 -3.683
H 1.484 0.344 -2.419
H 0.222 1.256 -3.237
H -0.094 -1.315 -1.641
H -0.748 0.032 0.363
H -0.520 1.483 -0.545
H 1.018 1.113 1.791
H 1.413 2.357 0.599
H 2.614 1.158 1.300
H -1.815 -0.394 -3.080
H -1.975 0.869 -2.163
C -0.909 5.791 3.983
C -1.296 4.687 3.062
C -0.105 3.920 2.444
O 0.764 4.759 1.690
C 0.175 5.368 0.559
N -2.149 3.756 3.768
H -1.840 6.218 4.358
H -0.341 6.578 3.488
H -0.388 5.562 4.913
H -1.937 5.135 2.303
H -0.517 3.065 1.907
H 0.612 3.541 3.173
H -0.372 4.718 -0.125
H 0.857 6.040 0.039
H -0.596 6.080 0.853
H -2.744 3.214 3.158
H -1.673 2.989 4.222
C 3.434 -3.061 4.760
C 4.383 -1.792 4.609
C 5.788 -2.083 3.974
O 6.543 -3.046 4.652
C 7.814 -3.325 4.115
N 3.601 -0.845 3.882
H 3.870 -3.928 5.257
H 3.069 -3.446 3.808
H 2.514 -2.957 5.334
H 4.536 -1.384 5.608
H 6.377 -1.169 4.055
H 5.607 -2.368 2.938
H 8.433 -2.434 4.218
H 7.731 -3.595 3.062
H 8.269 -4.135 4.686
H 4.232 -0.072 3.722
H 3.545 -1.178 2.930
C -0.257 6.522 -4.365
C 0.582 6.728 -3.095
C 1.800 5.782 -2.826
O 1.392 4.407 -2.767
C 2.319 3.565 -2.016
N 0.991 8.182 -3.205
H 0.209 6.991 -5.232
H -1.257 6.952 -4.413
H -0.331 5.474 -4.657
H -0.079 6.546 -2.249
H 2.317 6.152 -1.941
H 2.500 5.946 -3.646
H 2.216 2.530 -2.344
H 2.113 3.606 -0.947
H 3.335 3.927 -2.179
H 0.188 8.779 -3.344
H 1.475 8.447 -2.359
C 4.258 -5.478 -4.418
C 3.128 -5.991 -5.316
C 1.916 -5.053 -5.535
O 1.158 -4.917 -4.320
C 0.136 -3.891 -4.325
N 3.707 -6.239 -6.615
H 4.324 -4.391 -4.426
H 5.269 -5.842 -4.597
H 4.033 -5.862 -3.422
H 2.726 -6.960 -5.022
H 1.252 -5.434 -6.310
H 2.248 -4.037 -5.746
H -0.444 -4.151 -3.439
H -0.557 -3.998 -5.158
H 0.487 -2.860 -4.289
H 4.374 -6.987 -6.487
H 3.027 -6.616 -7.260
C 4.994 -5.245 0.809
C 3.779 -5.907 1.507
C 2.573 -5.973 0.608
O 2.306 -4.676 0.105
C 1.414 -4.698 -1.027
N 4.094 -7.220 2.044
H 4.787 -4.203 0.566
H 5.120 -5.736 -0.156
H 5.934 -5.405 1.337
H 3.491 -5.220 2.303
H 1.681 -6.489 0.961
H 2.878 -6.574 -0.248
H 0.413 -4.914 -0.653
H 1.717 -5.447 -1.758
H 1.425 -3.731 -1.530
H 4.580 -7.734 1.323
H 4.826 -7.130 2.734
C -4.869 3.370 -1.620
C -3.404 3.425 -1.186
C -2.477 3.757 -2.326
O -2.439 2.647 -3.223
C -1.741 2.970 -4.441
N -3.197 4.273 -0.037
H -5.085 4.310 -2.128
H -5.640 3.130 -0.888
H -4.932 2.629 -2.418
H -3.151 2.411 -0.877
H -1.432 3.812 -2.020
H -2.863 4.644 -2.829
H -0.719 3.301 -4.262
H -2.279 3.743 -4.989
H -1.596 2.105 -5.088
H -3.660 5.170 -0.059
H -3.737 3.840 0.698
C -7.699 -1.413 -5.138
C -8.009 -1.585 -3.645
C -7.882 -0.234 -2.955
O -6.566 0.398 -2.908
C -5.498 -0.359 -2.456
N -9.416 -2.034 -3.472
H -6.696 -1.106 -5.433
H -8.268 -0.630 -5.640
H -7.940 -2.375 -5.591
H -7.382 -2.343 -3.175
H -8.170 -0.377 -1.914
H -8.684 0.372 -3.376
H -4.533 0.147 -2.476
H -5.326 -1.301 -2.977
H -5.568 -0.457 -1.372
H -9.414 -2.201 -2.476
H -9.516 -2.941 -3.903
C -0.262 -2.007 5.592
C 0.041 -1.934 4.131
C -1.214 -2.369 3.268
O -0.933 -2.134 1.836
C 0.172 -2.914 1.292
N 0.432 -0.564 3.828
H -0.566 -3.012 5.885
H -1.084 -1.375 5.928
H 0.562 -1.706 6.240
H 0.903 -2.595 4.042
H -2.068 -1.721 3.468
H -1.419 -3.435 3.360
H 0.247 -2.592 0.254
H -0.085 -3.968 1.189
H 1.103 -2.623 1.780
H 1.415 -0.658 4.038
H 0.423 -0.535 2.819
C -3.650 -0.053 -6.329
C -2.317 0.116 -7.085
C -1.017 -0.401 -6.354
O 0.088 -0.075 -7.149
C 1.351 -0.406 -6.597
N -2.460 -0.662 -8.329
H -3.693 0.327 -5.308
H -3.800 -1.130 -6.254
H -4.465 0.389 -6.901
H -2.155 1.171 -7.303
H -1.145 -1.475 -6.221
H -0.921 -0.021 -5.337
H 1.379 -1.481 -6.423
H 1.522 0.156 -5.678
H 2.106 -0.173 -7.347
H -1.595 -0.692 -8.849
H -3.163 -0.330 -8.974
C 6.890 1.031 7.477
C 6.276 1.477 6.137
C 4.838 1.791 6.100
O 4.376 1.861 4.739
C 3.191 2.476 4.541
N 7.105 2.575 5.715
H 6.404 0.138 7.870
H 6.784 1.787 8.255
H 7.946 0.778 7.381
H 6.438 0.730 5.360
H 4.733 2.766 6.575
H 4.330 1.033 6.696
H 2.248 2.001 4.815
H 3.076 2.641 3.470
H 3.169 3.465 4.999
H 6.642 3.199 5.070
H 7.225 3.232 6.473
*
```

Löwdin population analysis, charges in e, atoms 1 to 2:
1. C -0.104
2. O -0.195